1.
Below is C21H15Cl5O2Ru as an isolated structure at a distorted geometry, with properties calculated with ωB97M-V/def2-TZVPD.

* E_HOMO (alpha / beta): -0.4224 / -0.4229 Ha
* orbital gap (alpha / beta): 5.97 / 6.51 eV
* relative energy (zero: lowest compared OMol25 entry of this formula, charge and spin): 233.6 kJ/mol
* <S²>: 0.796
* F_max: 4.11 eV/Å

Geometry as ORCA input:
```
! RIJCOSX wB97M-V def2-TZVPD def2/J DEFGRID3
* xyz 1 2
Ru -0.64368 0.42634 0.10654
C 0.11040 2.25344 2.81719
C -0.41093 0.84238 2.75714
C -1.66432 0.59894 2.13123
C -2.12111 -0.72695 1.96836
C -1.38369 -1.78467 2.48215
C -0.21144 -1.52730 3.17790
C 0.28114 -0.22768 3.29607
H 0.30306 2.63200 1.80826
H 1.03861 2.30931 3.38020
H -0.62214 2.91764 3.27730
H -2.33996 1.42959 1.95744
H -3.08886 -0.90698 1.51786
H -1.74606 -2.79755 2.37582
H 0.32699 -2.34531 3.63939
H 1.21248 -0.04822 3.81707
Cl -3.76977 2.28174 -0.04206
C -2.72980 2.33501 -1.41480
C -1.50172 1.69582 -1.35224
C -0.69775 1.72457 -2.47936
Cl 0.83200 0.92401 -2.32576
C -1.06868 2.35550 -3.65343
Cl -0.05011 2.31519 -5.02473
C -2.30246 3.01783 -3.68919
Cl -2.78480 3.82948 -5.10856
C -3.13336 3.01561 -2.56318
Cl -4.63547 3.83264 -2.60459
C 3.16768 -1.42272 1.40907
C 2.00100 -1.18859 0.48665
O 1.44957 -0.07204 0.53327
C 1.60107 -2.25649 -0.40494
C 2.53011 -3.25840 -0.74015
C 2.19812 -4.30385 -1.56078
C 0.89680 -4.39104 -2.07074
C -0.03439 -3.42996 -1.77966
C 0.27986 -2.31996 -0.95634
O -0.67624 -1.46857 -0.73471
H 3.19875 -0.63139 2.15375
H 4.10375 -1.39097 0.84827
H 3.08830 -2.39571 1.88965
H 3.54367 -3.18889 -0.36871
H 2.93564 -5.05548 -1.80408
H 0.62916 -5.23041 -2.69898
H -1.04295 -3.46791 -2.16959
*
```

---

2.
Below is C21H15FN3Pt as an isolated structure, with properties calculated with ωB97M-V/def2-TZVPD.

* E_HOMO: -0.3979 Ha
* orbital gap: 6.80 eV
* relative energy (zero: lowest compared OMol25 entry of this formula, charge and spin): 0.0 kJ/mol
* F_max: 0.10 eV/Å

Geometry as ORCA input:
```
! RIJCOSX wB97M-V def2-TZVPD def2/J DEFGRID3
* xyz 1 1
Pt -0.01753 0.04182 0.16701
C -2.98191 3.05649 -0.74997
C -3.06358 2.94732 -2.12388
C -2.26977 2.01261 -2.77673
C -1.41938 1.21329 -2.04196
N -1.34999 1.32834 -0.68398
C -2.11000 2.22785 -0.06125
C -0.52824 0.19172 -2.65797
C -0.39404 -0.13311 -3.99885
C 0.51413 -1.12803 -4.34173
C 1.26812 -1.78314 -3.37522
C 1.08961 -1.41568 -2.05060
N 0.21159 -0.45782 -1.76214
C 1.76426 -1.96495 -0.84157
C 2.70715 -2.96992 -0.89444
C 3.28336 -3.42840 0.28338
C 2.89701 -2.86715 1.48440
C 1.94450 -1.86044 1.47959
N 1.39227 -1.41688 0.35113
H -3.57959 3.77089 -0.20296
H -3.73392 3.58025 -2.68890
H -2.31462 1.91055 -3.85130
H -2.00300 2.26767 1.01401
H -0.97147 0.36543 -4.76335
H 0.63581 -1.39817 -5.38177
H 1.96853 -2.55474 -3.65926
H 2.99152 -3.39442 -1.84635
H 4.02369 -4.21603 0.25545
H 3.31849 -3.19583 2.42310
H 1.60250 -1.38354 2.38775
F -0.72584 1.58797 6.08495
C -0.57102 1.24865 4.79171
C 0.61797 1.54882 4.15825
C 0.76695 1.19270 2.82302
C -0.25136 0.54754 2.11258
C -1.43708 0.27018 2.80110
C -1.60649 0.61207 4.13768
H 1.40323 2.05449 4.70430
H 1.70231 1.43480 2.32966
H -2.25279 -0.23421 2.29398
H -2.52138 0.39103 4.67115
*
```

---

3.
Below is C21H15IrN4O as an isolated structure at a distorted geometry, with properties calculated with ωB97M-V/def2-TZVPD.

* E_HOMO (alpha / beta): -0.6619 / -0.6555 Ha
* orbital gap (alpha / beta): 6.83 / 4.14 eV
* relative energy (zero: lowest compared OMol25 entry of this formula, charge and spin): 151.8 kJ/mol
* <S²>: 0.785
* F_max: 3.23 eV/Å

Geometry as ORCA input:
```
! RIJCOSX wB97M-V def2-TZVPD def2/J DEFGRID3
* xyz 3 2
Ir -0.04427 0.07606 0.14199
C -1.91400 -3.51871 -1.35006
C -1.70008 -2.30125 -0.70041
N -0.51803 -1.68995 -0.75361
C 0.49772 -2.27085 -1.45649
C 0.37207 -3.47982 -2.12986
C -0.89048 -4.10819 -2.06133
C 1.51902 -3.99257 -2.82906
C 2.69803 -3.31159 -2.82923
C 2.82707 -2.06171 -2.13024
C 4.00243 -1.28232 -2.06156
C 4.00352 -0.10137 -1.34998
C 2.84217 0.32170 -0.70017
N 1.72193 -0.39670 -0.75323
C 1.71718 -1.56650 -1.45660
H -2.88734 -3.98303 -1.28018
H -2.48242 -1.82091 -0.12592
H -1.04881 -5.05312 -2.56736
H 1.42882 -4.93368 -3.35530
H 3.55822 -3.70377 -3.35555
H 4.89993 -1.61736 -2.56778
H 4.89215 0.50962 -1.28005
H 2.81717 1.23927 -0.12546
O -0.24434 0.42348 2.07378
C -0.78165 1.35400 2.79221
C -0.68849 1.19277 4.21109
C -1.23497 2.13926 5.05100
C -1.88201 3.25986 4.50377
C -1.98350 3.43581 3.11315
C -1.44350 2.50026 2.23322
C -1.51852 2.63079 0.79363
N -1.02081 1.76900 -0.12585
C -1.30861 2.26837 -1.38370
C -1.98573 3.44009 -1.22640
N -2.10194 3.64084 0.12404
H -0.17955 0.31119 4.57855
H -1.16928 2.02550 6.12507
H -2.31165 4.00407 5.16148
H -2.49404 4.32043 2.75507
H -1.01717 1.76420 -2.28884
H -2.38312 4.12812 -1.95365
H -2.56307 4.43867 0.53981
*
```

---

Please write out number 2 again, unchanged.
Below is C21H15FN3Pt as an isolated structure, with properties calculated with ωB97M-V/def2-TZVPD.

* E_HOMO: -0.3979 Ha
* orbital gap: 6.80 eV
* relative energy (zero: lowest compared OMol25 entry of this formula, charge and spin): 0.0 kJ/mol
* F_max: 0.10 eV/Å

Geometry as ORCA input:
```
! RIJCOSX wB97M-V def2-TZVPD def2/J DEFGRID3
* xyz 1 1
Pt -0.01753 0.04182 0.16701
C -2.98191 3.05649 -0.74997
C -3.06358 2.94732 -2.12388
C -2.26977 2.01261 -2.77673
C -1.41938 1.21329 -2.04196
N -1.34999 1.32834 -0.68398
C -2.11000 2.22785 -0.06125
C -0.52824 0.19172 -2.65797
C -0.39404 -0.13311 -3.99885
C 0.51413 -1.12803 -4.34173
C 1.26812 -1.78314 -3.37522
C 1.08961 -1.41568 -2.05060
N 0.21159 -0.45782 -1.76214
C 1.76426 -1.96495 -0.84157
C 2.70715 -2.96992 -0.89444
C 3.28336 -3.42840 0.28338
C 2.89701 -2.86715 1.48440
C 1.94450 -1.86044 1.47959
N 1.39227 -1.41688 0.35113
H -3.57959 3.77089 -0.20296
H -3.73392 3.58025 -2.68890
H -2.31462 1.91055 -3.85130
H -2.00300 2.26767 1.01401
H -0.97147 0.36543 -4.76335
H 0.63581 -1.39817 -5.38177
H 1.96853 -2.55474 -3.65926
H 2.99152 -3.39442 -1.84635
H 4.02369 -4.21603 0.25545
H 3.31849 -3.19583 2.42310
H 1.60250 -1.38354 2.38775
F -0.72584 1.58797 6.08495
C -0.57102 1.24865 4.79171
C 0.61797 1.54882 4.15825
C 0.76695 1.19270 2.82302
C -0.25136 0.54754 2.11258
C -1.43708 0.27018 2.80110
C -1.60649 0.61207 4.13768
H 1.40323 2.05449 4.70430
H 1.70231 1.43480 2.32966
H -2.25279 -0.23421 2.29398
H -2.52138 0.39103 4.67115
*
```